# 1
Molecular formula: C3H4ClN2O
Method: DFT, wB97M-V/def2-TZVPD

**Charge**: +1
**Gap between HOMO and LUMO**: 8.96 eV
**ΔE to the lowest compared entry with this formula, charge and spin**: 2.336 eV
**Highest occupied orbital energy**: -0.5510 hartree

Last column: natural (NBO) charge in e.
CARTESIAN COORDINATES (ANGSTROEM)
N  1.612597  -1.145290  -0.195268  -0.5609
C  1.381278  -1.918416  0.751416  0.9769
H  -2.754817  0.672086  1.201820  0.2179
H  -2.267790  2.309734  0.447678  0.1968
Cl  0.252029  1.401686  -0.335012  0.3534
H  1.805345  0.354051  -1.732756  0.2453
C  -2.014613  1.279318  0.773900  0.0181
C  1.210331  -0.480674  -1.252493  0.1264
O  1.384190  -2.579149  1.672217  -0.3170
H  0.309292  -0.589085  -1.845287  0.2385
N  -0.917842  0.695740  0.513785  -0.4953

Force components x, y, z for each atom (eV/Å):
-0.0138 -0.3379 -0.3400
0.3474 1.1581 -1.6224
-0.8602 -0.6490 0.9319
0.2417 -0.5716 0.3311
1.2697 2.1915 -1.0876
0.4369 -1.7969 0.6769
1.0561 1.4610 -1.5937
0.1398 2.0929 0.3542
-0.2837 -0.3979 0.4396
-0.2492 -1.1421 0.3069
-2.0848 -2.0081 1.6031


# 2
Molecular formula: C3H4ClN2O2S
Method: DFT, wB97M-V/def2-TZVPD

**Charge**: +1
**Gap between HOMO and LUMO**: 9.77 eV
**ΔE to the lowest compared entry with this formula, charge and spin**: 0.000 eV
**Highest occupied orbital energy**: -0.5554 hartree

Last column: natural (NBO) charge in e.
CARTESIAN COORDINATES (ANGSTROEM)
C  0.437425  -0.709074  -0.915764  0.2526
H  2.479099  -0.872054  -1.057031  0.4570
O  -2.286975  0.885891  1.350838  -0.7969
S  -2.107517  0.318961  0.055305  2.2080
H  2.819259  0.751405  0.920402  0.2918
H  0.236622  1.253724  1.693844  0.2848
C  1.814531  0.351434  0.516514  -0.0408
Cl  -2.951732  -1.642987  -0.099546  -0.1192
N  1.711730  -0.429153  -0.589218  -0.4410
H  -0.003165  -1.412046  -1.589520  0.2713
N  -0.299124  -0.072140  0.001237  -0.5126
O  -2.380278  0.953138  -1.153985  -0.8044
C  0.530123  0.622902  0.866918  -0.0506

Force components x, y, z for each atom (eV/Å):
0.1611 0.7206 1.6011
0.4132 -0.0758 -0.2430
0.2710 -0.8202 -1.1379
0.1450 -2.1524 1.4378
-2.0520 -0.9116 -0.7763
-0.5143 -0.1977 -0.2626
1.0131 1.2753 0.6060
1.1232 2.0173 0.3975
-0.3398 -1.4948 -1.3311
0.3727 -0.1256 -0.6455
-1.1103 1.0174 0.7205
-0.1266 0.5839 -1.0625
0.6437 0.1635 0.6960


# 3
Molecular formula: C3H4ClN3S
Method: DFT, wB97M-V/def2-TZVPD

**Gap between HOMO and LUMO**: 9.70 eV
**ΔE to the lowest compared entry with this formula, charge and spin**: 2.107 eV
**Highest occupied orbital energy**: -0.3319 hartree

Last column: natural (NBO) charge in e.
CARTESIAN COORDINATES (ANGSTROEM)
H  2.260750  2.536246  0.524818  0.1756
C  1.289023  0.371453  0.076795  -0.0429
Cl  2.688243  -1.939314  -0.010174  0.0263
N  -0.006631  0.860137  0.049936  -0.2446
N  -0.703684  -0.227975  -0.061198  0.0337
H  -2.538532  -0.180645  1.014358  0.2276
H  -2.444735  -0.998622  -0.636678  0.2296
C  1.199261  -1.004775  0.024617  0.0408
S  2.891609  1.321193  -0.124331  -0.0144
H  -2.404275  0.784581  -0.693122  0.2360
N  -0.077976  -1.382526  -0.129965  -0.2492
C  -2.153058  -0.139749  -0.035057  -0.4185

Force components x, y, z for each atom (eV/Å):
1.4005 -2.3108 -1.3434
-0.0906 1.8196 -0.3385
-1.3902 -0.0827 -0.0488
2.9748 -0.2329 -0.0384
-0.9645 -0.0228 0.2165
0.1764 0.3152 -1.1123
-0.5095 -0.1166 0.4033
1.0511 -0.1834 -0.5980
-3.5855 1.5561 1.8988
0.1237 -1.3922 1.7701
0.9490 -0.0712 0.6649
-0.1350 0.7215 -1.4742


# 4
Molecular formula: C3H4ClNO2
Method: DFT, wB97M-V/def2-TZVPD

**Gap between HOMO and LUMO (alpha / beta)**: 9.53 / 7.08 eV
**ΔE to the lowest compared entry with this formula, charge and spin**: 7.445 eV
**Highest occupied orbital energy (alpha / beta)**: -0.3782 / -0.3227 hartree

Last column: natural (NBO) charge in e.
CARTESIAN COORDINATES (ANGSTROEM)
C  -0.930369  0.151249  -0.315459  -0.1086
O  -1.134404  -2.887778  1.419262  -0.2983
H  1.168869  0.514528  0.495003  0.2523
Cl  0.674244  0.318045  -2.583428  -0.0789
N  -1.994196  -2.047217  1.122952  0.5127
H  0.319225  -1.130247  0.819098  0.2464
H  -0.374519  -1.499229  -1.706015  0.2407
C  -0.161543  -0.565648  -1.256361  -0.2443
C  0.342367  -0.195954  0.129338  -0.4891
H  -1.394294  1.093326  -0.256792  0.2095
O  -3.123203  -1.805893  1.395608  -0.2424

Force components x, y, z for each atom (eV/Å):
-1.7687 0.9269 0.4310
-2.6828 1.9167 -0.3662
-1.2650 -0.9506 -1.2969
-0.2413 0.3265 -0.0921
1.5372 -0.7611 -0.0283
0.4510 1.4462 -1.0243
-0.1428 -1.1572 0.5324
1.6502 1.1663 -1.2797
2.3945 -2.7109 3.1696
-0.8648 0.7375 -0.3201
0.9325 -0.9403 0.2746


- Look up the ΔE to the lowest compared entry with this formula, charge and spin of the fourth one.
  7.445 eV